(1)
Molecular formula: C2H6NP
Method: DFT, wB97M-V/def2-TZVPD

Structure (ORCA input):
```
! wB97M-V def2-TZVPD RIJCOSX def2/J DEFGRID3
* xyz 0 1
C 0.685 1.007 0.504
C -0.586 0.450 -0.091
N -0.192 -0.873 -0.705
P -0.330 -2.244 -0.088
H 0.826 0.358 1.401
H 1.324 0.902 -0.380
H 0.592 1.951 0.949
H -1.026 1.024 -0.980
H -1.447 0.225 0.607
H 0.156 -2.800 -1.219
*
```

## Properties
Frontier orbital gap, eV: 8.8
HOMO, Eh: -0.31920
DFT total energy, Ha: -475.82982
Relative energy (zero: lowest compared OMol25 entry of this formula, charge and spin), kcal/mol: 17.1
SMILES string: [H]/P=N/CC
LUMO level, eV: 0.10

(2)
Molecular formula: C2H6NdO2
Method: DFT, wB97M-V/def2-TZVPD

Structure (ORCA input):
```
! wB97M-V def2-TZVPD RIJCOSX def2/J DEFGRID3
* xyz 2 5
O 0.692 -0.601 0.559
Nd 1.368 0.070 2.664
C -0.825 -0.242 -0.008
C -2.024 -1.093 -0.278
H -0.705 0.518 -0.796
H -1.879 -1.153 0.960
H -2.496 -0.761 -1.213
H -1.681 -2.133 -0.441
H -2.619 0.497 0.736
O -2.010 1.269 1.529
H -1.843 2.084 1.046
*
```

## Properties
Frontier orbital gap (spin up / spin down), eV: 7.0 / 9.9
HOMO (spin up / spin down), Eh: -0.60748 / -0.71186
DFT total energy, Ha: -790.79280
Relative energy (zero: lowest compared OMol25 entry of this formula, charge and spin), kcal/mol: 162.0
LUMO level (spin up / spin down), eV: -9.53 / -9.51

(3)
Molecular formula: C2H6O
Method: DFT, wB97M-V/def2-TZVPD

Structure (ORCA input):
```
! wB97M-V def2-TZVPD RIJCOSX def2/J DEFGRID3
* xyz 0 1
C -1.030 0.639 0.775
C -1.704 0.399 -0.327
H -1.410 1.279 1.579
H -0.024 0.220 0.889
H -2.663 0.911 -0.473
H -1.339 -0.241 -1.138
O 2.668 -0.687 -0.543
H 2.185 -1.480 -0.867
H 3.318 -1.040 0.105
*
```

## Properties
Frontier orbital gap, eV: 11.0
HOMO, Eh: -0.37203
DFT total energy, Ha: -154.99855
Relative energy (zero: lowest compared OMol25 entry of this formula, charge and spin), kcal/mol: 17.1
SMILES string: C=C.O
LUMO level, eV: 0.87

(4)
Molecular formula: C2H6O
Method: DFT, wB97M-V/def2-TZVPD

Structure (ORCA input):
```
! wB97M-V def2-TZVPD RIJCOSX def2/J DEFGRID3
* xyz 0 1
C 0.402 0.483 0.942
C -0.611 -1.113 -0.671
O -0.252 0.501 -0.339
H -0.372 0.199 1.651
H 1.176 -0.286 0.942
H 0.799 1.480 1.154
H -1.581 -0.922 -1.160
H 0.103 -1.228 -1.512
H 0.336 0.886 -1.006
*
```

## Properties
Frontier orbital gap, eV: 8.1
HOMO, Eh: -0.27828
DFT total energy, Ha: -154.87270
Relative energy (zero: lowest compared OMol25 entry of this formula, charge and spin), kcal/mol: 96.1
LUMO level, eV: 0.50

(5)
Molecular formula: C2H6O
Method: DFT, wB97M-V/def2-TZVPD

Structure (ORCA input):
```
! wB97M-V def2-TZVPD RIJCOSX def2/J DEFGRID3
* xyz 0 1
C -1.272 1.173 0.769
C -0.621 0.692 -0.281
O 1.939 -1.580 -0.297
H -1.921 0.608 1.313
H 1.198 -1.376 -0.811
H -1.095 2.219 1.070
H 0.302 1.163 -0.801
H -0.634 -0.344 -0.457
H 2.103 -2.556 -0.505
*
```

## Properties
Frontier orbital gap, eV: 11.2
HOMO, Eh: -0.37839
DFT total energy, Ha: -154.98291
Relative energy (zero: lowest compared OMol25 entry of this formula, charge and spin), kcal/mol: 26.9
SMILES string: C=C.O
LUMO level, eV: 0.93

(6)
Molecular formula: C2H6O2
Method: DFT, wB97M-V/def2-TZVPD

Structure (ORCA input):
```
! wB97M-V def2-TZVPD RIJCOSX def2/J DEFGRID3
* xyz 0 1
O -0.324 1.356 -0.522
C -0.828 0.076 -0.119
C 0.891 -0.671 0.339
O 1.632 0.348 0.054
H -1.607 0.909 -0.502
H -1.256 -0.027 0.880
H -1.060 -0.660 -0.893
H 0.754 -0.926 1.398
H 0.948 -1.546 -0.321
H 0.849 1.142 -0.315
*
```

## Properties
Frontier orbital gap, eV: 10.4
HOMO, Eh: -0.36714
DFT total energy, Ha: -230.09854
Relative energy (zero: lowest compared OMol25 entry of this formula, charge and spin), kcal/mol: 114.3
LUMO level, eV: 0.41

(7)
Molecular formula: C2H6O2
Method: DFT, wB97M-V/def2-TZVPD

Structure (ORCA input):
```
! wB97M-V def2-TZVPD RIJCOSX def2/J DEFGRID3
* xyz 0 1
C -0.686 0.380 -0.313
C 0.749 0.443 0.086
H -0.885 -0.936 1.090
H -0.786 0.123 -1.432
H -1.429 1.034 0.075
H 0.586 0.731 1.108
H 1.542 1.333 -0.139
H 0.569 -1.419 -0.315
O -0.998 -0.862 0.025
O 1.339 -0.827 -0.183
*
```

## Properties
Frontier orbital gap, eV: 10.7
HOMO, Eh: -0.36487
DFT total energy, Ha: -230.18973
Relative energy (zero: lowest compared OMol25 entry of this formula, charge and spin), kcal/mol: 57.0
SMILES string: OCCO
LUMO level, eV: 0.77

(8)
Molecular formula: C2H6O2
Method: DFT, wB97M-V/def2-TZVPD

Structure (ORCA input):
```
! wB97M-V def2-TZVPD RIJCOSX def2/J DEFGRID3
* xyz 0 1
O -0.733 2.590 -1.304
C -0.503 2.360 -0.117
C 0.460 1.242 0.231
H -0.850 2.963 0.756
H 0.438 0.569 -0.642
H 0.223 0.655 1.134
H 1.479 1.651 0.335
O 0.131 -3.757 -0.054
H -0.834 -3.564 -0.041
H 0.190 -4.709 -0.297
*
```

## Properties
Frontier orbital gap, eV: 10.8
HOMO, Eh: -0.36635
DFT total energy, Ha: -230.25486
Relative energy (zero: lowest compared OMol25 entry of this formula, charge and spin), kcal/mol: 16.2
SMILES string: CC=O.O
LUMO level, eV: 0.80

(9)
Molecular formula: C2H6O2P2
Method: DFT, wB97M-V/def2-TZVPD

Structure (ORCA input):
```
! wB97M-V def2-TZVPD RIJCOSX def2/J DEFGRID3
* xyz 0 1
C 0.761 -1.340 -0.837
C -0.340 1.468 -0.951
O -1.899 -0.368 3.160
O -0.348 0.062 1.460
P -1.707 0.524 2.053
P 0.469 0.362 -0.026
H 1.148 -2.018 -0.063
H -0.135 -1.809 -1.312
H 1.585 -1.233 -1.679
H -0.434 2.553 -0.741
H -0.624 1.178 -1.912
H 1.526 0.621 0.847
*
```

## Properties
Frontier orbital gap, eV: 8.9
HOMO, Eh: -0.31178
DFT total energy, Ha: -912.96948
Relative energy (zero: lowest compared OMol25 entry of this formula, charge and spin), kcal/mol: 9.5
SMILES string: C=[P@H](C)OP=O
LUMO level, eV: 0.41

(10)
Molecular formula: C2H6O2S
Method: DFT, wB97M-V/def2-TZVPD

Structure (ORCA input):
```
! wB97M-V def2-TZVPD RIJCOSX def2/J DEFGRID3
* xyz 0 1
C 0.475 -1.198 -0.665
S 1.721 -0.615 0.473
H 0.800 -1.574 -1.627
H -0.186 -0.367 -0.939
H -0.004 -2.087 -0.149
H 2.510 -1.758 0.404
O -1.627 0.632 1.370
C -1.460 1.499 0.538
O -0.190 2.082 0.292
H -2.342 2.142 0.321
H 0.302 1.244 -0.019
*
```

## Properties
Frontier orbital gap, eV: 9.9
HOMO, Eh: -0.34315
DFT total energy, Ha: -628.42349
Relative energy (zero: lowest compared OMol25 entry of this formula, charge and spin), kcal/mol: 28.8
SMILES string: O=CO.CS
LUMO level, eV: 0.58

(11)
Molecular formula: C2H6O2S
Method: DFT, wB97M-V/def2-TZVPD

Structure (ORCA input):
```
! wB97M-V def2-TZVPD RIJCOSX def2/J DEFGRID3
* xyz 0 1
C -0.771 -0.578 -0.207
C 0.584 0.218 0.009
O 0.917 1.035 -1.047
O 0.682 0.931 1.145
S -2.135 0.505 0.073
H -0.706 -1.215 0.654
H -0.859 -1.025 -1.180
H 1.217 -0.614 -0.069
H 1.669 1.588 -0.787
H -0.193 1.478 1.361
H -2.281 0.696 -1.234
*
```

## Properties
Frontier orbital gap, eV: 10.0
HOMO, Eh: -0.34125
DFT total energy, Ha: -628.43598
Relative energy (zero: lowest compared OMol25 entry of this formula, charge and spin), kcal/mol: 20.9
SMILES string: OC(O)CS
LUMO level, eV: 0.72

(12)
Molecular formula: C2H6O2SSi
Method: DFT, wB97M-V/def2-TZVPD

Structure (ORCA input):
```
! wB97M-V def2-TZVPD RIJCOSX def2/J DEFGRID3
* xyz 0 1
C 0.611 0.745 -1.518
C -1.989 0.425 0.059
O 1.209 1.762 -1.539
O 0.661 -0.248 -0.669
Si 1.626 -0.425 0.760
S -2.742 -0.932 0.731
H -0.110 0.306 -2.299
H -2.249 1.239 0.661
H 0.624 -1.168 1.559
H 3.048 -0.720 0.773
H 1.585 0.900 1.631
H -2.272 -1.884 -0.150
*
```

## Properties
Frontier orbital gap, eV: 8.6
HOMO, Eh: -0.33139
DFT total energy, Ha: -917.83887
Relative energy (zero: lowest compared OMol25 entry of this formula, charge and spin), kcal/mol: 71.0
LUMO level, eV: -0.38